256
Properties=species:S:1:pos:R:3:forces:R:3:mulliken_charge:R:1 method="wB97M-V/def2-TZVPD" orbital_gap_ev=8.1649 total_charge=+5 max_force_ha_per_bohr=0.05802 lumo_ev=-8.2
C -6.8802 1.5667 -5.8997 0.58 0.61 0.24 -0.4064
C -7.1088 0.0819 -5.7864 -0.15 -1.05 1.16 -0.9698
C -6.0818 -0.7129 -4.9454 0.62 0.59 0.06 -0.3762
C -4.7158 -0.9221 -5.6147 -0.39 0.91 0.79 -0.5679
N -3.9838 -2.0442 -4.9703 -0.49 -1.50 -2.31 0.5046
C -4.5721 -3.3673 -5.4053 0.05 -0.54 -0.26 -0.5946
C -3.4318 -4.3891 -5.2579 -1.70 -0.63 0.78 -0.6228
C -2.1526 -3.5963 -5.2955 0.41 0.00 -0.30 -0.1364
C -2.5984 -2.1653 -5.4596 1.37 1.64 0.19 -0.7490
C -3.9820 -2.0384 -3.5460 -0.36 0.95 2.07 -0.8215
H -7.4901 2.0427 -6.6628 0.09 -0.23 -0.29 0.5412
H -5.8244 1.8046 -6.0695 -0.08 0.11 -0.26 -0.2101
H -7.1684 2.0955 -4.9834 0.17 -0.26 0.08 0.0827
H -7.2173 -0.4325 -6.7393 -0.31 0.19 -0.12 0.4027
H -8.0056 -0.0169 -5.1696 -0.39 -0.32 -0.66 0.3435
H -6.4046 -1.7209 -4.6673 -0.71 0.30 -0.27 0.6119
H -5.9445 -0.1731 -3.9969 0.04 -0.09 -0.12 -0.1062
H -4.0614 -0.0575 -5.4775 -0.13 0.11 -0.32 0.3962
H -4.8636 -1.1593 -6.6651 0.31 -0.01 -0.08 0.3161
H -5.4011 -3.5590 -4.7362 -0.29 -0.26 -0.27 0.4480
H -4.8843 -3.3142 -6.4458 -0.19 0.32 0.07 0.3707
H -3.6491 -4.8902 -4.3085 0.68 -0.05 0.00 0.1145
H -3.5393 -5.1781 -5.9959 0.17 0.13 -0.25 0.4749
H -1.5617 -3.7203 -4.3957 0.12 -0.02 0.11 -0.2748
H -1.5402 -3.8598 -6.1520 0.16 -0.14 0.04 0.5074
H -2.0175 -1.4622 -4.8527 0.17 -0.12 -0.15 0.4432
H -2.5546 -1.7940 -6.4820 -0.21 -0.28 -0.15 0.4943
H -3.5732 -2.9704 -3.1927 0.31 -0.03 0.21 -0.1545
H -5.0006 -1.9494 -3.1741 0.04 -0.22 0.00 0.3518
H -3.4255 -1.1774 -3.1675 0.28 -0.18 0.02 0.4302
C -6.6253 4.8482 -7.5525 0.73 0.18 -0.08 -1.1651
C -5.1990 4.5755 -8.0187 -0.45 -0.36 -0.96 -0.7079
C -4.2226 4.4232 -6.8790 0.70 1.54 0.45 -0.1738
C -2.8393 4.7281 -7.4277 0.27 -1.33 -0.60 -1.1343
N -1.7284 4.1297 -6.6428 1.20 -0.40 -0.71 0.4043
C -0.4422 4.2368 -7.4513 -0.91 0.15 -0.95 -0.5620
C 0.4352 3.1227 -7.0216 1.49 -0.38 0.14 -0.8815
C -0.5260 1.9951 -6.7206 -0.15 -1.08 0.26 -0.3805
C -1.8469 2.6640 -6.3716 -0.18 -0.52 1.18 -0.5098
C -1.5170 4.8689 -5.4068 -0.04 0.66 0.06 -1.1682
H -6.7916 4.2545 -6.6567 -0.36 0.13 0.13 0.0826
H -7.3577 4.5928 -8.3093 -0.11 0.03 -0.05 0.3777
H -6.6828 5.9124 -7.3364 -0.41 -0.01 0.28 0.4008
H -4.8318 5.3630 -8.6885 -0.22 0.18 0.23 0.5215
H -5.1879 3.7047 -8.6891 0.17 -0.18 0.37 0.4043
H -4.2613 3.4782 -6.3443 -0.13 -0.21 -0.20 0.3112
H -4.3931 5.2051 -6.1248 -0.44 -0.19 -0.02 0.2967
H -2.5733 5.7756 -7.5222 -0.42 0.23 -0.06 0.4447
H -2.7117 4.2585 -8.4069 -0.31 0.18 -0.08 0.4399
H -0.0894 5.2546 -7.3560 0.27 0.08 -0.19 0.4076
H -0.7692 4.0103 -8.4652 0.18 0.42 -0.19 0.4102
H 1.1107 3.3993 -6.2073 -0.38 -0.14 0.28 0.3605
H 1.1235 2.8250 -7.8121 -0.09 0.21 -0.18 0.4112
H -0.1902 1.3329 -5.9166 0.02 0.40 0.16 0.2445
H -0.6817 1.2780 -7.5316 0.19 0.51 -0.39 0.4059
H -1.9962 2.5824 -5.2912 -0.38 -0.13 -0.20 0.2510
H -2.6871 2.2227 -6.8934 -0.12 0.20 -0.15 0.2571
H -2.4143 4.7595 -4.8147 0.11 0.01 0.54 0.4150
H -1.3811 5.9076 -5.6972 -0.04 0.15 0.27 0.3590
H -0.5981 4.5122 -4.9618 -0.10 -0.11 0.53 0.4849
C -8.8688 3.9341 -2.9629 -1.03 0.05 0.22 -1.1054
C -8.4617 3.4717 -1.5828 0.71 -0.34 0.89 -0.5566
C -6.9551 3.1670 -1.3973 -0.08 -0.44 -0.80 0.2726
C -6.6315 2.9032 0.0508 0.44 -0.81 -0.73 -0.9971
N -5.2842 2.2073 0.2221 -0.36 -0.55 1.87 0.7818
C -5.0389 0.9770 -0.6146 0.35 0.45 0.30 -0.9633
C -3.9250 0.2100 0.0615 0.34 0.70 1.38 0.3864
C -4.3312 0.3199 1.5767 -0.77 -0.44 -1.64 -0.9252
C -5.1676 1.6165 1.6450 1.20 0.46 0.31 -0.1960
C -4.1890 3.1722 0.1153 0.66 -0.31 -0.89 -1.1080
H -8.6052 3.2047 -3.7277 0.27 0.23 -0.12 0.1094
H -8.5692 4.9545 -3.1947 0.52 -0.15 -0.14 0.3821
H -9.9621 3.9947 -2.9878 0.07 -0.13 -0.01 0.4119
H -8.9569 2.5269 -1.3186 -0.21 0.25 -0.15 0.3679
H -8.7545 4.1861 -0.8006 -0.10 0.03 -0.31 0.3979
H -6.3117 3.9450 -1.8248 -0.15 0.06 0.13 0.3161
H -6.7206 2.2350 -1.9307 -0.19 0.29 -0.26 -0.1721
H -7.3184 2.1627 0.4579 -0.40 0.48 0.19 0.3794
H -6.5937 3.8589 0.5621 -0.08 -0.24 0.67 0.3118
H -4.7733 1.3244 -1.6047 -0.46 -0.40 -0.41 0.6596
H -5.9460 0.3914 -0.4508 -0.18 0.05 -0.91 0.2987
H -2.9270 0.6393 -0.0102 -0.05 0.05 -0.81 -0.0842
H -3.8641 -0.8040 -0.3205 -0.04 -0.10 0.10 -0.2563
H -3.4483 0.3722 2.1990 -0.05 -0.15 0.27 0.4566
H -4.9285 -0.5701 1.7739 -0.02 0.20 0.61 0.4213
H -4.5493 2.3634 2.1328 -0.36 0.02 0.56 -0.2148
H -6.1182 1.5474 2.1554 -0.30 -0.10 -0.26 0.5221
H -4.3511 4.0232 0.7629 -0.23 0.21 -0.10 0.3224
H -4.0978 3.4203 -0.9361 0.13 0.48 -0.03 0.3650
H -3.2883 2.6678 0.4342 0.31 0.09 -0.13 0.3965
C 5.3681 0.1718 -0.0764 -1.02 -0.01 -1.48 -0.5425
C 6.4069 0.0680 -1.1726 0.78 1.14 -0.94 -0.9368
C 7.4588 -1.0092 -1.0159 -0.10 0.12 -0.35 -0.1624
C 8.2985 -0.7721 0.1973 0.50 0.10 1.17 -1.1314
P 9.7514 -1.8408 0.3979 -0.93 0.04 -0.03 1.2644
C 9.1408 -3.5198 0.2084 0.10 -0.25 0.12 -1.2190
C 8.2935 -4.0966 1.3373 0.59 0.63 0.78 -0.0255
C 7.9792 -5.5351 1.0781 0.14 -0.67 -0.94 -0.5628
C 6.9660 -6.0335 2.0625 -1.06 -0.89 -0.26 -1.1179
C 10.9026 -1.5082 -0.9283 1.16 0.70 0.26 -1.0227
C 12.0709 -2.4975 -1.1627 -1.79 -1.03 0.30 -0.5618
C 12.2753 -2.7642 -2.6371 1.96 -1.14 -0.02 -0.7262
C 13.4524 -3.7899 -2.8197 -1.64 0.12 0.33 -1.3198
C 10.3539 -1.5304 2.0447 0.11 0.11 0.70 -1.1756
C 11.4454 -2.4929 2.5175 0.33 1.35 0.59 -0.1312
C 11.8119 -2.1751 3.9891 -0.42 -1.30 0.10 -0.7221
C 10.7842 -2.7459 4.9805 0.18 -0.02 0.44 -1.1278
H 5.7353 0.5112 0.8817 0.21 -0.25 0.24 0.4810
H 4.8075 -0.7687 -0.0464 0.07 0.03 0.57 -0.3387
H 4.6465 0.9220 -0.4266 0.00 -0.07 0.32 0.3917
H 6.8705 1.0639 -1.2905 0.36 -0.32 0.43 0.5301
H 6.0454 -0.0304 -2.2039 -0.85 -0.30 0.46 0.2595
H 8.0712 -1.0181 -1.9179 0.03 -0.11 -0.08 0.2524
H 6.9702 -1.9825 -0.9278 -0.03 -0.09 -0.11 0.1506
H 7.6898 -0.9255 1.0971 0.11 -0.12 0.02 0.4802
H 8.6321 0.2671 0.2915 0.11 -0.01 -0.26 0.6319
H 9.9846 -4.2108 0.1231 0.10 0.23 -0.28 0.6630
H 8.6017 -3.5202 -0.7456 0.11 -0.15 0.02 0.6624
H 7.3633 -3.5639 1.5591 0.02 0.22 -0.39 -0.1133
H 8.8655 -4.0345 2.2722 -0.03 0.07 -0.03 0.0492
H 8.8565 -6.1911 1.0731 0.22 0.33 0.37 0.3972
H 7.6678 -5.6194 0.0258 -0.54 -0.08 0.23 0.4188
H 6.0184 -5.4922 1.9610 0.16 0.24 0.23 -0.0181
H 7.3170 -5.9903 3.0898 0.02 0.16 0.09 0.3653
H 6.6759 -7.0704 1.8637 0.29 0.00 0.07 0.4226
H 11.3951 -0.5535 -0.6991 -0.52 0.20 -0.12 0.4903
H 10.3118 -1.3761 -1.8357 -0.03 -0.02 -0.01 0.4879
H 11.7271 -3.4794 -0.8005 0.33 0.10 0.19 0.1903
H 12.9232 -2.2540 -0.5397 0.35 0.30 -0.35 0.5395
H 12.5508 -1.9199 -3.2651 -0.50 0.41 0.22 0.4240
H 11.3946 -3.2959 -2.9979 -0.23 0.51 -0.30 0.3420
H 13.0830 -4.7767 -2.5263 0.13 -0.05 -0.12 0.3241
H 14.2793 -3.5757 -2.1540 0.42 0.27 -0.36 0.3411
H 13.6670 -3.8043 -3.8807 0.65 -0.17 0.02 0.3949
H 9.5268 -1.5728 2.7641 -0.23 -0.08 -0.36 0.3885
H 10.7097 -0.4944 2.1033 0.05 -0.07 -0.21 0.6528
H 12.3116 -2.2925 1.8804 0.06 -0.68 0.02 0.1777
H 11.0618 -3.5084 2.4840 0.40 -0.26 -0.31 0.2116
H 11.9566 -1.1150 4.1916 0.04 0.08 -0.26 0.3549
H 12.7358 -2.6921 4.2534 0.20 0.21 -0.37 0.3792
H 11.2895 -2.8162 5.9479 -0.36 0.35 0.11 0.4005
H 10.4793 -3.7839 4.8053 0.13 0.12 -0.49 0.2663
H 9.8767 -2.1466 5.0784 0.07 0.04 0.09 0.2901
C -0.1031 3.0033 2.3107 0.77 0.69 1.13 -1.6252
C -1.5906 3.2109 2.5514 0.63 -0.55 0.58 0.9510
C -1.8392 3.4432 4.0458 -0.54 1.30 -0.70 -1.2693
C -3.3373 3.5709 4.3756 -0.29 -0.99 1.05 -0.4743
P -3.6755 4.3236 6.0065 -1.46 0.77 0.86 1.0291
C -2.9361 3.4204 7.3618 2.15 -0.28 -0.85 -1.1152
C -3.4260 3.6422 8.7725 -1.72 0.49 -0.41 -0.5202
C -2.3862 3.3749 9.8263 -0.04 -0.65 -0.37 -0.5008
C -2.9695 3.2741 11.2066 -0.11 0.24 1.02 -1.3991
C -5.4593 4.3154 6.2609 -0.81 0.34 -2.59 -1.4674
C -6.1080 5.2353 7.2953 -0.40 -1.44 1.40 -0.0689
C -7.2625 4.4585 7.9642 -0.28 -1.04 -0.14 -0.8703
C -7.9086 5.0929 9.2268 0.13 -0.36 -1.45 -1.3091
C -3.1635 6.0736 5.9975 1.20 -1.71 0.02 -1.0933
C -2.9930 6.7637 7.3690 -0.76 0.05 -1.55 0.1392
C -2.1851 8.0141 7.1398 1.60 0.87 -0.17 -0.6563
C -2.6883 9.2295 7.9077 -0.54 0.20 0.00 -1.3578
H 0.4268 3.5967 3.0760 -0.04 0.03 -0.27 0.4449
H 0.2507 3.4168 1.3722 -0.05 -0.47 -0.31 0.3603
H 0.2538 1.9977 2.5224 -0.17 -0.21 -0.48 0.3820
H -2.1312 2.3020 2.2766 -0.27 0.24 -0.50 -0.6206
H -1.8552 4.1040 1.9905 -0.66 -0.14 -0.12 0.3112
H -1.4272 4.4399 4.2424 0.34 -0.24 0.19 0.4486
H -1.2790 2.7221 4.6336 -0.28 -0.17 0.26 0.3347
H -3.8663 2.6060 4.4827 0.39 -0.02 -0.19 0.5510
H -3.9295 4.0997 3.6238 0.33 0.37 0.03 0.3941
H -1.8773 3.7485 7.2902 -0.14 -0.13 0.18 0.4824
H -2.8688 2.3527 7.1259 -0.24 0.04 -0.13 0.6199
H -4.3485 3.0597 8.8933 0.25 -0.25 0.24 0.4489
H -3.8083 4.6657 8.8395 0.35 -0.03 0.39 0.2158
H -1.6344 4.1601 9.7279 0.16 -0.05 0.27 0.4127
H -1.9062 2.4056 9.6483 0.21 0.21 -0.34 0.3480
H -3.7452 4.0140 11.4191 0.23 0.21 -0.04 0.3461
H -2.1586 3.3872 11.9257 -0.17 0.12 0.19 0.3811
H -3.4305 2.3114 11.4349 0.07 -0.09 -0.37 0.3561
H -5.8669 3.2984 6.2334 0.31 -0.10 0.65 0.6955
H -5.8245 4.6494 5.2589 0.20 0.05 0.32 0.5028
H -6.5634 6.1307 6.8890 0.56 0.34 -0.21 0.5394
H -5.3796 5.4241 8.0795 -0.18 0.64 -0.03 -0.1075
H -6.9546 3.4162 8.1905 0.47 0.56 0.44 0.3127
H -7.9782 4.1745 7.1661 -0.26 0.85 0.34 0.4341
H -7.2027 5.1147 10.0521 -0.03 -0.10 0.12 0.3149
H -8.7762 4.4732 9.4498 0.04 0.19 0.42 0.3974
H -8.2486 6.1110 9.0316 -0.02 -0.04 0.02 0.3294
H -3.7844 6.5444 5.2345 0.07 0.41 0.19 0.5225
H -2.1306 5.9440 5.6200 -0.30 0.46 -0.29 0.5485
H -2.4675 6.0603 7.9997 -0.24 0.08 0.60 -0.0038
H -3.9843 7.0629 7.6934 -0.01 -0.32 0.67 0.0916
H -2.1371 8.2543 6.0689 -0.41 0.09 0.10 0.3339
H -1.1241 7.7989 7.3417 -0.20 0.11 0.29 0.4055
H -3.7416 9.3619 7.6231 0.11 0.13 0.27 0.3551
H -2.1931 10.1726 7.6797 0.23 -0.21 -0.31 0.3991
H -2.6314 9.1497 8.9947 -0.06 -0.37 -0.06 0.3230
C 4.2038 -2.5895 2.7008 -0.70 -0.60 -1.06 -0.7951
C 2.7623 -3.0152 2.3250 -0.24 0.64 1.88 -0.7764
C 2.6600 -3.5557 0.9420 0.04 0.24 -0.93 0.2797
C 1.2232 -3.7711 0.5405 -1.22 -0.07 -0.20 -1.3945
P 0.9419 -4.8327 -0.8794 0.61 0.04 -0.77 1.2129
C -0.8149 -4.8820 -1.2522 0.31 0.87 -0.88 -0.0314
C -1.6469 -5.1824 -0.0475 -0.60 -1.09 0.90 -0.3763
C -3.0921 -5.5169 -0.3361 -1.16 0.42 0.71 -1.2272
C -3.9706 -4.4347 -1.0012 -0.74 -0.47 0.06 -0.0758
C 1.8188 -4.1690 -2.3227 0.22 0.19 0.53 -0.5686
C 3.3479 -4.3524 -2.3132 0.71 0.00 0.97 -0.4192
C 4.0623 -3.5172 -3.3844 -0.70 0.62 0.12 -0.9539
C 4.1897 -2.0890 -2.8871 -0.37 1.05 0.37 -0.3536
C 1.6036 -6.4698 -0.6036 0.64 -0.63 -1.75 -1.2213
C 1.4726 -7.1691 0.6842 -1.89 -0.07 2.30 -0.7960
C 2.4582 -8.2821 0.8951 1.20 0.57 1.72 -0.2367
C 2.1125 -9.1201 2.1157 -0.78 -1.03 -0.82 -1.5174
H 4.8705 -3.3559 2.2907 0.18 0.03 0.39 -0.0648
H 4.3512 -2.4776 3.7653 0.08 0.08 0.15 0.4780
H 4.4426 -1.6714 2.1564 0.03 0.06 0.29 0.0967
H 2.0775 -2.1632 2.4981 0.31 0.06 -0.64 0.3989
H 2.2958 -3.7042 3.0471 0.68 -0.37 -0.13 0.4853
H 3.2254 -4.4760 0.7740 0.22 0.01 0.43 0.5109
H 3.0704 -2.8131 0.2453 0.12 -0.11 0.03 -0.5957
H 0.7355 -2.8191 0.2949 0.00 -0.05 -0.10 0.5967
H 0.5964 -4.2200 1.3230 0.33 0.03 0.18 0.7807
H -0.9347 -5.6214 -2.0552 -0.04 -0.20 0.29 0.6922
H -1.0752 -3.9207 -1.7247 0.17 0.04 0.28 0.0228
H -1.6758 -4.4364 0.7490 0.48 0.48 -0.39 0.3759
H -1.2467 -6.0768 0.4503 0.06 0.09 -0.04 -0.0506
H -3.5598 -5.6797 0.6394 0.19 -0.27 0.00 0.3785
H -3.2016 -6.4634 -0.8600 0.10 -0.01 -0.23 0.4850
H -4.1844 -4.7471 -2.0282 0.29 0.62 -0.16 -0.1062
H -3.6612 -3.3922 -0.8819 0.61 -0.19 -0.37 -0.3285
H -4.9699 -4.4095 -0.5458 0.16 -0.35 0.07 0.5611
H 1.5459 -3.1051 -2.2152 -0.06 -0.11 -0.68 -0.0122
H 1.4005 -4.6355 -3.2196 -0.16 0.30 0.00 0.7236
H 3.6235 -5.4098 -2.2974 -0.09 0.04 -0.61 0.5525
H 3.7582 -3.9949 -1.3552 -0.26 -0.11 -0.15 -0.0727
H 3.4347 -3.5534 -4.2810 0.54 -0.04 -0.25 0.3810
H 5.1006 -3.7741 -3.5760 -0.20 -0.94 -0.25 0.3850
H 4.7005 -1.3954 -3.5575 0.05 -0.34 -0.31 0.5537
H 4.7836 -2.0750 -1.9668 -0.11 -0.06 0.01 -0.3470
H 3.2341 -1.5879 -2.6649 0.07 -0.31 0.05 0.0004
H 2.6586 -6.4247 -0.9156 -0.02 0.37 0.54 0.2522
H 1.2686 -7.1728 -1.3867 -0.46 0.51 -0.08 0.6661
H 0.4533 -7.5645 0.8736 0.19 -0.29 -0.95 0.3391
H 1.4007 -6.4808 1.5489 1.09 0.06 -0.18 0.3710
H 3.4239 -7.8563 1.2138 0.05 0.20 -0.78 0.1270
H 2.6456 -8.9080 0.0292 -0.29 0.01 -0.27 0.4787
H 2.2194 -8.6276 3.0743 0.14 0.25 0.02 0.3518
H 2.7386 -10.0082 2.0720 0.04 -0.07 0.42 0.4200
H 1.0776 -9.4699 2.0192 0.08 -0.07 0.23 0.3677
C 1.0825 0.2558 -0.9443 1.79 0.01 -0.16 -0.4583
C -0.1650 -0.3225 -1.5718 -1.60 0.66 1.15 0.2262
O -1.1799 0.4370 -1.6138 0.31 0.04 -0.37 -0.7271
O -0.1726 -1.5273 -1.8838 0.41 -0.96 -0.52 -0.3092
H 1.7155 0.7387 -1.7082 -0.30 -0.10 0.03 0.2546
H 1.7478 -0.5059 -0.5072 -0.35 -0.11 -0.20 -0.1036
H 0.9592 1.0049 -0.1708 -0.62 0.16 0.00 0.1578